1.
DFT (ωB97M-V/def2-TZVPD) results for a gas-phase ion, C5H12N3 (charge +1) at a distorted geometry.

```
! wB97M-V def2-TZVPD RIJCOSX def2/J DEFGRID3
* xyz 1 1
C 0.150 -1.331 0.870
C -1.338 0.303 -0.123
C -1.893 -0.379 -1.413
C 2.498 -1.496 0.580
C -0.204 2.410 0.182
N -0.986 -0.765 0.761
N 1.260 -0.951 0.215
N -0.298 1.193 -0.529
H 0.270 -2.037 1.669
H -2.125 0.880 0.358
H -1.081 -0.579 -2.034
H -2.792 0.161 -1.918
H -2.287 -1.293 -1.091
H 2.634 -1.676 1.615
H 2.642 -2.465 0.161
H 3.318 -0.899 0.082
H 0.443 3.027 -0.365
H -1.110 2.871 0.434
H 0.327 2.205 1.257
H 0.573 0.821 -0.710
*
```

Output
- energy above the lowest of the compared OMol25 structures with the same formula, charge and spin (kcal per mole) = 124.2
- LUMO (alpha / beta) (eV) = -6.1 / -7.6

Here are the natural (NBO) charges for atoms 1 to 8, given in e: 0.1874 0.0142 -0.5821 -0.4892 -0.4516 -0.2600 -0.3115 -0.1785

***

2.
DFT (ωB97M-V/def2-TZVPD) results for 3 unconnected molecules or ions with the total composition C2H9O3 at a distorted geometry.

```
! wB97M-V def2-TZVPD RIJCOSX def2/J DEFGRID3
* xyz -1 1
C 0.573 -0.974 -0.275
O -0.456 -0.736 0.593
C 1.889 -0.192 -0.062
H 0.222 -0.693 -1.325
H 0.763 -2.058 -0.296
H 2.333 -0.639 0.847
H 1.813 0.873 0.140
H 2.619 -0.433 -0.834
H -2.030 0.818 -0.833
H -2.607 -0.375 -0.258
O -2.841 0.331 -0.893
H -0.944 1.774 1.682
H -0.641 0.619 0.746
O -0.692 1.684 0.768
*
```

Output
- energy above the lowest of the compared OMol25 structures with the same formula, charge and spin (kcal per mole) = 9.1
- LUMO (eV) = 4.5

Here are the natural (NBO) charges for atoms 1 to 8, given in e: -0.0230 -0.9298 -0.6480 0.0852 0.1146 0.1739 0.2182 0.1739

***

3.
DFT (ωB97M-V/def2-TZVPD) results for a molecular structure, C38H63N2O3Pd at a distorted geometry.

```
! wB97M-V def2-TZVPD RIJCOSX def2/J DEFGRID3
* xyz 1 5
Pd 0.058 0.293 -0.139
C 2.830 -0.583 1.484
N 1.738 0.380 1.618
C 2.329 1.710 1.778
C 0.874 0.027 2.759
C -0.557 0.587 2.680
N -1.366 0.036 1.587
C -2.469 0.936 1.219
C -3.387 0.462 0.110
C -4.738 0.633 0.312
C -5.704 0.313 -0.649
C -5.259 -0.305 -1.817
C -3.927 -0.515 -2.092
C -2.918 -0.045 -1.157
O -1.689 -0.092 -1.480
C -3.490 -1.238 -3.352
C -4.660 -1.747 -4.202
C -2.641 -0.306 -4.228
C -2.651 -2.456 -2.936
C -7.151 0.680 -0.403
C -8.096 0.233 -1.522
C -7.205 2.216 -0.295
C -7.625 0.052 0.917
C -1.910 -1.298 1.845
C -0.942 -2.424 2.077
C -1.115 -3.216 3.185
C -0.345 -4.363 3.408
C 0.591 -4.688 2.431
C 0.816 -3.947 1.286
C 0.062 -2.731 1.082
O 0.275 -1.944 0.107
C 1.828 -4.506 0.297
C 2.004 -3.680 -0.976
C 3.195 -4.626 0.991
C 1.363 -5.909 -0.137
C -0.598 -5.220 4.632
C 0.312 -6.449 4.708
C -0.351 -4.373 5.891
C -2.059 -5.702 4.593
H 3.489 -0.560 2.361
H 3.422 -0.335 0.603
H 2.446 -1.594 1.375
H 2.871 1.782 2.727
H 1.558 2.472 1.730
H 3.029 1.898 0.967
H 1.312 0.399 3.697
H 0.808 -1.062 2.831
H -0.499 1.667 2.530
H -1.040 0.380 3.647
H -2.011 1.891 0.937
H -3.102 1.109 2.104
H -5.052 1.052 1.256
H -5.986 -0.622 -2.543
H -5.281 -0.934 -4.569
H -5.277 -2.457 -3.656
H -4.255 -2.262 -5.070
H -3.195 0.595 -4.480
H -2.387 -0.826 -5.146
H -1.723 -0.029 -3.718
H -3.243 -3.125 -2.314
H -1.769 -2.143 -2.383
H -2.331 -2.997 -3.822
H -7.813 0.664 -2.478
H -9.106 0.566 -1.297
H -8.118 -0.850 -1.608
H -6.830 2.673 -1.209
H -6.604 2.576 0.536
H -8.232 2.539 -0.141
H -7.556 -1.033 0.862
H -8.662 0.322 1.107
H -7.028 0.395 1.759
H -2.522 -1.552 0.968
H -2.590 -1.240 2.711
H -1.890 -2.948 3.887
H 1.171 -5.585 2.566
H 2.387 -2.687 -0.762
H 1.063 -3.581 -1.509
H 2.714 -4.183 -1.627
H 3.544 -3.655 1.335
H 3.925 -5.021 0.291
H 3.155 -5.295 1.845
H 0.394 -5.858 -0.629
H 1.283 -6.596 0.700
H 2.084 -6.317 -0.839
H 1.360 -6.162 4.753
H 0.160 -7.119 3.865
H 0.086 -7.006 5.614
H 0.685 -4.043 5.914
H -0.541 -4.967 6.782
H -0.994 -3.498 5.924
H -2.248 -6.253 3.674
H -2.760 -4.874 4.644
H -2.250 -6.361 5.436
C -0.775 4.649 0.332
C -0.320 3.476 -0.566
C 0.920 3.920 -1.369
C -1.440 3.105 -1.563
O 0.019 2.414 0.234
H -1.012 5.508 -0.288
H 0.021 4.922 1.022
H -1.655 4.371 0.912
H 0.679 4.785 -1.977
H 1.249 3.102 -2.006
H 1.721 4.179 -0.684
H -1.590 3.910 -2.279
H -2.380 2.926 -1.038
H -1.157 2.195 -2.104
*
```

Output
- LUMO (alpha / beta) (eV) = -1.8 / -5.0

Here are the Löwdin charges for atoms 1 to 8, given in e: 1.1099 -0.0782 -0.2939 -0.0841 -0.1573 -0.1348 -0.1988 -0.1216

***

4.
DFT (ωB97M-V/def2-TZVPD) results for a molecular structure, C20H18I2NOPbSSe at a distorted geometry.

```
! wB97M-V def2-TZVPD RIJCOSX def2/J DEFGRID3
* xyz 3 1
Pb 0.430 0.761 -1.566
C -1.585 3.717 1.210
C -1.574 5.117 1.082
C -2.056 5.698 -0.108
C -2.416 4.891 -1.177
C -2.360 3.503 -1.032
C -1.970 2.931 0.150
H -1.333 3.264 2.150
H -1.343 5.702 1.969
H -1.993 6.778 -0.237
H -2.739 5.347 -2.095
H -2.544 2.814 -1.855
H -2.104 1.869 0.328
I -2.946 -1.353 -1.897
C -1.691 -1.663 -3.622
I 0.498 -1.864 -3.304
H -1.836 -0.815 -4.264
H -2.044 -2.620 -4.002
O 1.806 0.498 0.336
S 1.999 -0.553 1.497
C 0.340 -0.865 2.017
C -0.556 -1.662 1.313
C -1.795 -1.959 1.873
C -2.097 -1.525 3.160
C -1.174 -0.768 3.861
C 0.046 -0.407 3.291
C 2.426 -2.067 0.622
C 1.951 -3.374 1.036
C 2.393 -4.478 0.341
C 3.149 -4.308 -0.827
C 3.432 -3.050 -1.324
C 3.160 -1.889 -0.536
H -0.269 -2.034 0.289
H -2.513 -2.510 1.327
H -3.019 -1.866 3.684
H -1.348 -0.383 4.863
H 0.661 0.281 3.835
H 1.307 -3.464 1.891
H 2.076 -5.476 0.615
H 3.335 -5.229 -1.322
H 3.855 -2.948 -2.311
H 3.355 -0.875 -0.857
Se 3.730 3.468 -4.218
C 2.956 2.114 -3.387
N 2.400 1.253 -2.795
*
```

Output
- energy above the lowest of the compared OMol25 structures with the same formula, charge and spin (kcal per mole) = 0.0
- LUMO (alpha / beta) (eV) = -13.3 / -11.6

Here are the natural (NBO) charges for atoms 1 to 8, given in e: 1.4128 -0.0906 0.0798 -0.1867 -0.1234 0.0353 -0.2732 0.2569

***

5.
DFT (ωB97M-V/def2-TZVPD) results for 2 unconnected molecules or ions with the total composition C6H10BN at a distorted geometry.

```
! wB97M-V def2-TZVPD RIJCOSX def2/J DEFGRID3
* xyz 0 1
B 1.451 1.370 -0.199
C -2.799 -0.980 1.763
C 0.805 2.338 -1.185
C -2.135 -0.372 0.767
C -0.140 1.331 -1.284
C -0.815 0.160 1.009
C -0.010 0.803 0.144
N 2.427 -1.720 -0.761
H 2.428 0.672 -0.255
H -3.681 -1.590 1.658
H -2.263 -1.441 2.570
H 0.871 3.122 -1.892
H 3.375 -1.664 -1.198
H -2.660 -0.307 -0.121
H -0.638 0.870 -2.125
H -0.395 0.051 2.001
H 2.414 -1.707 0.209
H 1.765 -0.935 -1.101
*
```

Output
- energy above the lowest of the compared OMol25 structures with the same formula, charge and spin (kcal per mole) = 77.8
- LUMO (eV) = 0.4

Here are the natural (NBO) charges for atoms 1 to 8, given in e: 0.3573 -0.3887 -0.3698 -0.1986 -0.1592 -0.2597 -0.2185 -1.0832

***

6.
DFT (ωB97M-V/def2-TZVPD) results for 2 unconnected molecules or ions with the total composition H4NO2PS at a distorted geometry.

```
! wB97M-V def2-TZVPD RIJCOSX def2/J DEFGRID3
* xyz 0 1
N 2.693 0.717 -0.266
O -4.052 0.890 -0.116
O 0.807 -0.906 0.458
P -4.301 -0.499 0.248
S 1.838 -0.021 0.997
H 2.718 0.114 -1.030
H 2.103 1.520 -0.407
H -4.826 -1.080 -0.953
H 3.019 -0.737 1.068
*
```

Output
- energy above the lowest of the compared OMol25 structures with the same formula, charge and spin (kcal per mole) = 114.7
- LUMO (eV) = -0.8

Here are the natural (NBO) charges for atoms 1 to 8, given in e: -1.0114 -0.9522 -0.9636 1.1452 1.2370 0.3781 0.3679 -0.1929

***

7.
DFT (ωB97M-V/def2-TZVPD) results for 2 unconnected molecules or ions with the total composition C4H8O2.

```
! wB97M-V def2-TZVPD RIJCOSX def2/J DEFGRID3
* xyz 0 1
C 1.563 -0.698 0.609
C 0.857 0.259 -0.323
O 1.338 1.319 -0.649
C -0.434 -0.246 -0.942
C -1.755 -0.287 -0.308
O -1.428 0.686 -1.290
H 2.271 -1.278 0.007
H 2.137 -0.137 1.352
H 0.879 -1.394 1.103
H -0.547 1.703 1.339
H -0.280 2.038 0.732
H -0.225 -1.005 -1.701
H -1.914 0.094 0.700
H -2.462 -1.054 -0.630
*
```

Output
- energy above the lowest of the compared OMol25 structures with the same formula, charge and spin (kcal per mole) = 74.9
- SMILES = CC(=O)[C@H]1CO1.[H][H]
- LUMO (eV) = 0.8

Here are the natural (NBO) charges for atoms 1 to 8, given in e: -0.7295 0.5842 -0.5211 -0.0558 -0.1022 -0.4619 0.2450 0.2472

***

8.
DFT (ωB97M-V/def2-TZVPD) results for a gas-phase ion, C10H11N2O2 (charge -1) at a distorted geometry.

```
! wB97M-V def2-TZVPD RIJCOSX def2/J DEFGRID3
* xyz -1 1
C 0.380 1.408 1.283
C -0.457 1.478 2.376
C 0.795 0.123 1.201
C -0.917 2.907 2.833
C 1.683 -0.696 0.331
C 0.947 -1.045 -1.076
C -0.547 -1.383 -1.150
C 0.006 -0.085 -1.584
C -1.099 -2.233 -2.376
C -0.323 0.992 -2.218
N -0.556 0.303 2.928
N 0.168 -0.569 2.276
O -0.001 3.725 2.759
O -2.113 3.102 3.214
H 2.449 0.087 -0.096
H 2.012 -1.556 0.804
H 1.799 -1.408 -1.644
H -1.147 -1.544 -0.268
H -2.095 -2.034 -2.751
H -1.093 -3.417 -2.130
H -0.461 -1.972 -3.190
H 0.672 2.186 0.611
H -1.210 1.294 -2.571
H 0.521 1.694 -2.377
H 0.586 -1.357 2.815
*
```

Output
- energy above the lowest of the compared OMol25 structures with the same formula, charge and spin (kcal per mole) = 40.1
- SMILES = C=C1[C@@H](C)[C@@H]1Cc1cc(C(=O)[O-])n[nH]1
- LUMO (eV) = 3.0

Here are the natural (NBO) charges for atoms 1 to 8, given in e: -0.2996 0.0458 0.0938 0.7440 -0.4000 -0.2522 -0.2696 0.0276

***

What did the second record say?
DFT (ωB97M-V/def2-TZVPD) results for 3 unconnected molecules or ions with the total composition C2H9O3 at a distorted geometry.

```
! wB97M-V def2-TZVPD RIJCOSX def2/J DEFGRID3
* xyz -1 1
C 0.573 -0.974 -0.275
O -0.456 -0.736 0.593
C 1.889 -0.192 -0.062
H 0.222 -0.693 -1.325
H 0.763 -2.058 -0.296
H 2.333 -0.639 0.847
H 1.813 0.873 0.140
H 2.619 -0.433 -0.834
H -2.030 0.818 -0.833
H -2.607 -0.375 -0.258
O -2.841 0.331 -0.893
H -0.944 1.774 1.682
H -0.641 0.619 0.746
O -0.692 1.684 0.768
*
```

Output
- energy above the lowest of the compared OMol25 structures with the same formula, charge and spin (kcal per mole) = 9.1
- LUMO (eV) = 4.5

Here are the natural (NBO) charges for atoms 1 to 8, given in e: -0.0230 -0.9298 -0.6480 0.0852 0.1146 0.1739 0.2182 0.1739